Entry 1:
3 unconnected molecules or ions with the total composition C4H18N2O2 in a non-equilibrium geometry, computed with ωB97M-V/def2-TZVPD.

Atoms and positions in Å:
C  0.5536  2.1647  -1.4962
C  0.0053  0.8394  -0.9260
C  1.0324  -0.2488  -0.5629
C  1.4645  -0.4407  0.9872
N  0.2563  -0.8937  1.8787
N  -0.8714  0.2613  -2.0374
H  1.6131  2.2592  -1.0824
H  0.7432  2.1251  -2.5292
H  -0.0866  3.0277  -1.1565
H  -0.7928  1.0757  -0.0101
H  1.9753  -0.0064  -1.0168
H  0.6712  -1.2139  -0.9626
H  2.1612  -1.2899  0.9698
H  2.0140  0.3749  1.4009
H  0.5051  -1.3481  2.9426
H  -0.4145  -0.1000  2.1166
H  -0.3080  -1.5866  1.3296
H  -1.7178  0.8465  -2.1437
H  -1.3291  -0.6073  -1.6863
H  -0.6047  0.2089  -3.0543
H  -2.0090  1.8964  2.0538
H  -1.2891  2.2540  3.1506
O  -1.2112  1.6306  2.4194
H  -1.5711  -3.7780  -0.0542
H  -0.1329  -4.1281  -0.4033
O  -0.6569  -3.3230  -0.1272

Summary:
Energy relative to the best compared isomer or geometry (same formula, charge and spin), kJ/mol: 164.74
Largest force on an atom, eV/A: 4.19
Net charge: +2
2S+1: 1

***

Entry 2:
5 unconnected molecules or ions with the total composition C4H18NO5 in a non-equilibrium geometry, computed with ωB97M-V/def2-TZVPD.

Atoms and positions in Å:
O  -0.2931  -1.4764  1.3539
C  0.0765  -0.4262  1.8259
C  -0.5850  0.8031  1.4095
C  -1.8757  0.6412  0.6050
C  -2.8404  1.7459  0.5131
N  0.3839  1.4519  0.4823
H  0.8369  -0.4371  2.6075
H  -0.7296  1.3464  2.4446
H  -2.4170  -0.3124  1.2025
H  -1.7177  0.1813  -0.3653
H  -3.0617  2.2950  1.4714
H  -2.4129  2.7066  -0.0349
H  -3.8655  1.6476  0.0423
H  0.3011  2.4959  0.2134
H  0.2503  0.9737  -0.3811
H  1.3554  1.3554  0.7477
H  -2.0033  -2.9918  -0.8714
H  -0.7957  -1.9428  -0.7114
O  -1.0086  -2.8859  -0.8992
H  1.6166  -1.7077  -2.4781
H  3.0856  -1.3271  -2.5707
O  2.1970  -0.9839  -2.3306
H  -0.2141  0.9355  -2.4544
H  1.1754  0.4476  -2.2921
O  0.4303  0.9637  -1.9005
H  3.5558  0.4823  0.7896
H  2.3355  -0.5064  0.7093
O  2.5951  0.3337  0.3308

Summary:
Energy relative to the best compared isomer or geometry (same formula, charge and spin), kJ/mol: 334.28
Largest force on an atom, eV/A: 8.73
Net charge: +1
2S+1: 1

***

Entry 3:
6 unconnected molecules or ions with the total composition C4H18NO6 in a non-equilibrium geometry, computed with ωB97M-V/def2-TZVPD.

Atoms and positions in Å:
C  -2.1289  0.2059  -0.4424
C  -1.8138  -0.6488  0.7656
C  -0.8574  -0.0857  1.7742
O  -1.2367  0.0666  2.9277
N  -0.9148  0.8526  -0.9061
C  -0.8878  2.2625  -0.9379
O  -1.5859  2.7023  -2.1330
H  -2.6407  -0.3652  -1.2082
H  -2.7918  1.0496  -0.0695
H  -2.6709  -0.7797  1.4933
H  -1.5630  -1.6642  0.4099
H  2.2910  2.3051  0.6636
H  0.1193  0.2615  1.4995
H  -0.1090  0.2432  -0.9986
H  0.1561  2.5874  -1.0531
H  -1.5245  2.8275  -0.2150
H  -2.0657  1.9626  -2.5378
H  1.9592  -0.0462  2.4431
H  2.6198  -1.3257  1.8528
O  2.8029  -0.5032  2.4428
H  2.4493  3.0363  0.6265
H  2.0517  -0.4523  -1.1728
O  1.2958  -0.8504  -0.7401
H  1.8039  -1.6752  -0.0908
H  2.0823  -3.1141  1.2672
O  2.4696  -2.6208  0.5427
H  0.6494  -2.0946  -2.6962
H  0.2010  -1.8628  -1.2950
O  -0.1604  -2.2739  -2.2125

Summary:
Energy relative to the best compared isomer or geometry (same formula, charge and spin), kJ/mol: 250.26
Largest force on an atom, eV/A: 3.11
Net charge: -1
2S+1: 1

***

Entry 4:
5 unconnected molecules or ions with the total composition C4H18NO6 in a non-equilibrium geometry, computed with ωB97M-V/def2-TZVPD.

Atoms and positions in Å:
O  -2.1033  2.2633  1.2699
C  -1.7150  1.1762  1.7158
O  -2.1983  0.6969  2.8100
C  -0.7211  0.2729  0.9716
C  0.4625  -0.0789  1.8957
C  1.0676  -1.4513  1.5936
N  -0.1889  1.0416  -0.2426
H  -2.8732  1.2692  3.2378
H  -1.2823  -0.6064  0.6316
H  0.2003  0.1151  2.9399
H  1.2283  0.6838  1.8135
H  0.5615  -1.9875  0.8404
H  1.0000  -2.0805  2.4756
H  2.1108  -1.3836  1.2940
H  -0.3472  0.4834  -1.1333
H  0.8518  1.0643  -0.2168
H  -0.4874  2.0015  -0.3001
H  2.1082  -0.0033  -3.6649
H  1.9562  -1.3842  -4.2610
O  1.5238  -0.5192  -4.2308
H  -3.4350  -1.0821  -0.4577
H  -2.8817  -2.3784  -1.2182
O  -2.6650  -1.5773  -0.7391
H  2.5568  2.6648  -1.0650
H  2.7325  2.6751  0.4337
O  2.4265  2.1098  -0.2844
H  0.5819  -1.2633  -2.6320
H  -0.5560  -1.7093  -1.6519
O  0.0858  -1.0126  -1.8251

Summary:
Energy relative to the best compared isomer or geometry (same formula, charge and spin), kJ/mol: 0.00
Largest force on an atom, eV/A: 1.92
Net charge: +2
2S+1: 2

***

Entry 5:
5 unconnected molecules or ions with the total composition C4H18O7 in a non-equilibrium geometry, computed with ωB97M-V/def2-TZVPD.

Atoms and positions in Å:
O  3.6021  -0.1179  -1.0075
H  4.0506  -0.5718  -0.2940
H  3.7208  0.8117  -0.8128
O  1.3321  -4.4807  1.3031
H  0.9904  -3.6775  0.9103
H  1.7638  -4.1900  2.1065
O  -2.1465  -4.9199  2.5007
H  -1.6275  -5.5723  2.0302
H  -3.0442  -5.0669  2.2025
C  -1.3594  -1.3510  -2.4017
C  -2.7740  -1.7697  -1.9896
O  -3.3992  -0.8958  -1.0087
O  -0.6072  -1.5029  -1.3030
H  -1.3649  -0.3382  -2.8043
H  -1.2541  -2.1620  -3.1224
H  -2.7397  -2.7919  -1.6129
H  -3.4681  -1.8018  -2.8294
H  -2.5948  -0.7175  -0.5158
H  0.3128  -1.4425  -1.5706
C  0.1990  4.3341  1.2538
C  1.7494  4.7112  1.1760
O  2.2338  3.8479  0.1956
O  -0.1005  3.0106  1.7377
H  -0.1233  4.5584  0.2370
H  -0.4766  5.0118  1.7757
H  2.0377  4.5044  2.2067
H  1.8857  5.7499  0.8749
H  2.7523  4.3739  -0.4177
H  0.4499  2.4563  1.1797

Summary:
Energy relative to the best compared isomer or geometry (same formula, charge and spin), kJ/mol: 321.11
Largest force on an atom, eV/A: 4.17
SMILES string: OCCO.OCCO.O.O.O
Net charge: 0
2S+1: 1

***

Entry 6:
4 unconnected molecules or ions with the total composition C4H19N3O4 in a non-equilibrium geometry, computed with ωB97M-V/def2-TZVPD.

Atoms and positions in Å:
C  1.1639  -0.2236  0.2434
N  1.7490  0.8881  0.9997
C  1.6967  0.6515  2.4595
N  0.6591  1.3567  3.1261
C  0.6571  0.1179  -1.2291
C  -0.7024  1.1430  -1.2941
O  -1.1292  1.5957  -0.0601
N  0.3661  -1.2181  -1.8462
H  1.7682  -1.1676  0.1062
H  0.1988  -0.4423  0.8026
H  2.5746  1.2849  0.5020
H  1.5803  -0.4269  2.5710
H  2.6568  0.9487  3.0631
H  0.6916  2.3704  2.9539
H  -0.3144  0.9628  2.8444
H  1.5917  0.7204  -1.6216
H  -0.4386  2.1252  -1.8490
H  -1.5265  0.6485  -1.8150
H  -0.4880  1.9143  0.5981
H  0.0640  -1.1137  -2.8725
H  -0.5254  -1.5848  -1.5254
H  -4.1361  1.0302  1.4796
H  -2.8732  1.3564  0.4871
O  -3.5480  0.7106  0.7476
H  -3.0079  -0.9529  -1.1523
H  -3.5860  -2.3610  -1.3973
O  -3.3906  -1.4851  -1.8929
H  2.5811  -2.9971  -0.7150
H  2.6305  -2.5876  -2.1722
O  3.0369  -3.2645  -1.5417

Summary:
Energy relative to the best compared isomer or geometry (same formula, charge and spin), kJ/mol: 221.12
Largest force on an atom, eV/A: 3.88
SMILES string: NCNC[C@@H](N)CO.O.O.O
Net charge: 0
2S+1: 1

***

Entry 7:
5 unconnected molecules or ions with the total composition C4H19NO4S in a non-equilibrium geometry, computed with ωB97M-V/def2-TZVPD.

Atoms and positions in Å:
C  -0.1347  2.0752  -0.9321
C  -0.0668  1.4046  -2.3117
S  1.4674  0.5978  -2.7465
C  -0.1927  1.0260  0.1907
N  -1.5539  0.5832  0.5324
C  -2.0782  -0.6168  -0.1149
H  0.7511  2.6906  -0.7812
H  -1.0179  2.7182  -0.9525
H  -0.2561  2.1822  -3.0578
H  -0.9224  0.7499  -2.4837
H  1.6666  -0.2943  -1.7620
H  0.4175  0.2004  -0.1687
H  0.2689  1.3620  1.1204
H  -2.1170  1.3921  0.4530
H  -2.9191  -0.4247  -0.7909
H  -2.3548  -1.3463  0.6366
H  -1.3804  -0.9661  -0.8774
H  -0.4203  -2.6658  0.9024
H  -0.0407  -3.1311  -0.3504
O  -0.6205  -3.4147  0.3491
H  2.5210  -2.7034  0.8987
H  2.4907  -1.4219  0.0318
O  2.0178  -2.2321  0.2327
H  3.9552  -0.5510  1.0882
H  3.2399  0.6984  0.6778
O  3.5906  -0.1193  0.3120
H  -1.6262  0.1687  3.5553
H  -2.4433  1.1385  2.7210
O  -2.2415  0.8997  3.6275

Summary:
Energy relative to the best compared isomer or geometry (same formula, charge and spin), kJ/mol: 83.20
Largest force on an atom, eV/A: 1.24
SMILES string: CNCCCS.O.O.O.O
Net charge: 0
2S+1: 1

***

Entry 8:
7 unconnected molecules or ions with the total composition C4H19NO6 in a non-equilibrium geometry, computed with ωB97M-V/def2-TZVPD.

Atoms and positions in Å:
N  -0.8474  -2.0098  2.8774
C  0.1525  -2.1187  1.9432
C  0.0538  -1.6813  0.6842
C  1.1111  -1.6742  -0.3315
C  1.4075  -0.7146  -1.2027
H  -0.6619  -2.3453  3.8006
H  -1.5922  -1.3857  2.6592
H  1.0513  -2.6195  2.2859
H  -0.7952  -1.0571  0.4035
H  1.7605  -2.5480  -0.2631
H  2.1466  -0.8948  -1.9563
H  0.8517  0.2202  -1.1754
H  2.7697  1.5879  -3.5835
H  1.7083  1.6922  -2.4277
O  1.8807  1.8579  -3.3568
H  -4.0526  -2.0047  0.9370
H  -3.8547  -1.2568  -0.3501
O  -4.2125  -1.1450  0.5436
H  -2.2494  -2.1591  -2.4278
H  -2.4428  -0.6961  -1.9411
O  -2.8176  -1.5827  -1.9171
H  3.9783  2.3052  1.2583
H  2.7821  2.8327  0.7444
O  3.0301  2.1094  1.3295
H  0.4394  3.7807  1.3225
H  0.1381  3.2758  -0.0223
O  0.4207  4.1006  0.4129
H  -0.2345  0.7685  0.0866
H  -1.3355  1.8517  0.0842
O  -0.5861  1.5107  -0.4176

Summary:
Energy relative to the best compared isomer or geometry (same formula, charge and spin), kJ/mol: 235.91
Largest force on an atom, eV/A: 1.59
SMILES string: C=C/C=C/N.O.O.O.O.O.O
Net charge: 0
2S+1: 1

***

Entry 9:
6 unconnected molecules or ions with the total composition C4H20N2O6S in a non-equilibrium geometry, computed with ωB97M-V/def2-TZVPD.

Atoms and positions in Å:
C  0.2496  -1.5254  -0.7460
N  1.5522  -0.8930  -0.9443
C  2.4114  -0.5683  0.1643
N  2.1380  -1.0670  1.4298
O  3.3278  0.2218  0.0736
C  -1.0413  -0.8172  -0.8958
C  -1.3169  -0.2597  -2.2439
S  -1.4014  -1.3625  -3.7285
H  0.1890  -2.4911  -1.3509
H  0.2142  -1.8136  0.3504
H  1.6812  -0.2943  -1.7003
H  2.9327  -1.1197  2.1455
H  1.2549  -1.5721  1.5134
H  -1.7838  -1.3409  -0.4681
H  -0.9658  -0.0019  -0.1263
H  -2.2770  0.2509  -2.1501
H  -0.6107  0.5108  -2.4248
H  -0.6844  -2.4063  -3.3274
H  -0.5769  -2.7488  2.7769
H  -1.5986  -2.3387  1.7549
O  -0.6972  -2.6958  1.8446
H  -0.8138  3.2168  -0.6055
H  0.4823  3.6867  -0.8380
O  -0.3769  3.9794  -0.6069
H  1.5903  1.6307  -0.6867
H  2.2272  2.0158  -2.0671
O  1.4184  2.2294  -1.5182
H  -1.9326  -0.0170  2.9161
H  -0.4839  0.2542  2.4783
O  -1.0000  -0.0687  3.2428
H  -0.8509  2.5609  1.3098
H  -1.7243  2.7387  2.5478
O  -1.5327  2.1060  1.8806

Summary:
Energy relative to the best compared isomer or geometry (same formula, charge and spin), kJ/mol: 222.69
Largest force on an atom, eV/A: 5.87
SMILES string: NC(=O)NCCCS.O.O.O.O.O
Net charge: 0
2S+1: 1